{"formula": "C32H65ClN2O13", "method": "ωB97M-V/def2-TZVPD", "homo_ev": -9.167, "orbital_gap_ev": 7.941, "energy_ha": -2805.8648, "smiles": "COCCCCCCCCCC1=C(N=C=O)C(=O)C(CON=O)=C(Cl)C1=O.CCO.CCO.CCO.CCO.CCO.CCO.CCO", "e_lumo_ev": -1.23, "symbols": ["Cl", "O", "O", "O", "O", "O", "O", "O", "O", "O", "O", "O", "O", "O", "N", "N", "C", "C", "C", "C", "C", "C", "C", "C", "C", "C", "C", "C", "C", "C", "C", "C", "C", "C", "C", "C", "C", "C", "C", "C", "C", "C", "C", "C", "C", "C", "C", "C", "H", "H", "H", "H", "H", "H", "H", "H", "H", "H", "H", "H", "H", "H", "H", "H", "H", "H", "H", "H", "H", "H", "H", "H", "H", "H", "H", "H", "H", "H", "H", "H", "H", "H", "H", "H", "H", "H", "H", "H", "H", "H", "H", "H", "H", "H", "H", "H", "H", "H", "H", "H", "H", "H", "H", "H", "H", "H", "H", "H", "H", "H", "H", "H", "H"], "xyz": [[4.9531, 1.7337, 5.3996], [1.7429, -2.9096, -1.8478], [7.1250, 6.1782, 0.5548], [-3.2812, -8.5691, -3.3773], [-2.0536, 1.9883, -3.3150], [-3.6884, -3.8969, -3.5807], [1.9500, 2.0517, 5.8764], [-2.9476, 1.3062, 6.9155], [1.1650, -3.0436, 4.1377], [2.5508, 3.5359, 1.4078], [5.3943, 3.4394, 1.3162], [5.8283, 2.9725, -0.7276], [-3.6851, 6.0547, -4.6561], [1.7938, -0.3191, -0.1614], [5.1487, 2.6429, 0.1508], [0.7982, 1.2184, 1.3377], [-1.4996, -0.8073, 2.8931], [-1.8670, 7.6804, -4.6423], [1.3486, 1.2417, 3.7153], [2.6744, 2.6354, 2.1895], [1.3182, 0.4258, 0.5724], [-2.8572, -4.9851, -3.9790], [-2.9614, 2.9755, -3.7792], [-1.6659, -4.5120, -4.7931], [-3.1460, 7.2054, -5.3002], [1.5733, 1.6387, 2.4616], [5.2984, 2.6040, 2.4634], [2.9283, -4.4940, 3.2527], [2.2193, -3.1561, 3.1821], [-3.7916, -9.1249, -5.6970], [2.2858, 1.8031, 4.7495], [3.4344, -3.8219, -0.3609], [-3.0726, -0.2496, 0.8762], [2.9617, -3.6429, -1.7943], [-2.5274, 2.6679, 6.9783], [3.6871, 2.0228, 4.2762], [-2.7219, -8.8410, -4.6585], [-2.8948, -0.9635, -1.6093], [-2.9017, -0.8209, 2.2917], [3.9137, 2.4235, 3.0211], [4.9495, 6.6184, -0.4410], [6.4259, 6.9640, -0.4036], [-2.5639, 0.6852, -3.5501], [-1.1430, 0.4282, 3.7303], [-1.1127, 2.8128, 7.5049], [-1.9166, -0.3685, -2.6465], [-2.3709, -1.1191, -0.1693], [0.3096, 0.3027, 4.2422], [-2.0237, -9.6819, -4.5864], [-4.1450, -0.2070, 0.6916], [-0.4116, 2.2588, 6.8827], [2.9348, -2.3347, 3.3168], [6.8733, 6.8250, -1.3945], [-3.5162, 2.6164, -4.6483], [-2.4480, -2.1671, 0.1234], [7.0078, 5.2537, 0.3126], [-0.8057, 3.8594, 7.5214], [3.6053, -2.8494, 0.1089], [-3.6028, -0.3531, 2.9859], [1.9263, -2.0610, -1.4310], [-2.0494, 7.9627, -3.6028], [-1.4301, -1.6510, 3.5833], [-2.9099, 0.9444, 7.8057], [-1.0714, -3.8009, -4.2182], [-3.7821, -9.3418, -3.1003], [-2.4150, 3.8631, -4.0865], [-1.3027, 1.3466, 3.1606], [-1.9962, -4.0084, -5.7054], [-2.3853, 0.4323, -4.6033], [5.9890, 3.0076, 3.1970], [3.7284, -3.1297, -2.3859], [-3.1260, -1.9736, -1.9492], [1.5360, -3.1359, 5.0209], [-1.0264, -5.3492, -5.0783], [1.7451, -3.0368, 2.2084], [3.6985, -4.5629, 2.4842], [2.7661, -4.6062, -2.2630], [-2.6351, 0.7510, 0.8375], [-1.3078, -0.8701, -0.1494], [-3.1997, -1.8715, 2.2210], [6.5734, 8.0028, -0.1112], [-4.4789, -8.2817, -5.7710], [-3.8910, 8.0084, -5.3103], [-2.5981, 3.0473, 5.9597], [-2.5244, -5.4720, -3.0647], [-3.4494, -5.7093, -4.5489], [-3.8360, -0.4161, -1.6385], [-1.1230, 6.8836, -4.6432], [-1.8376, 0.4486, 4.5692], [4.8137, 5.5710, -0.7177], [-3.6684, 3.2454, -2.9902], [-3.3507, -9.3051, -6.6784], [-0.7412, -0.9714, 2.1253], [4.4994, 6.7586, 0.5419], [-1.0383, 2.4197, 8.5221], [0.5896, -0.7419, 4.1041], [3.4022, -4.6500, 4.2246], [-4.3759, -10.0048, -5.4181], [-3.8785, 6.2902, -3.7435], [5.6627, 1.6033, 2.2075], [2.2135, -5.3042, 3.1061], [-2.1522, -7.9536, -4.9318], [-1.4548, 8.5455, -5.1637], [-4.0081, -3.4596, -4.3754], [-3.2253, 3.2390, 7.6001], [4.4167, 7.2354, -1.1631], [0.2977, 0.4711, 5.3187], [-2.9587, 6.9090, -6.3310], [-1.0454, 0.0742, -2.1640], [-1.5498, -1.1699, -3.2873], [4.3624, -4.3949, -0.3148], [-3.6469, 0.6812, -3.3995], [2.6724, -4.3414, 0.2209]]}

=====

{"formula": "C20H23ClFN3O6", "method": "ωB97M-V/def2-TZVPD", "homo_ev": -8.803, "orbital_gap_ev": 8.135, "energy_ha": -1951.6207, "smiles": "CCc1cc(O)c(Oc2ccc([N+](=O)[O-])cc2Cl)cc1F.CNC(=O)[C@H](C)NC(C)=O", "e_lumo_ev": -0.67, "symbols": ["Cl", "F", "O", "O", "O", "O", "O", "O", "N", "N", "N", "C", "C", "C", "C", "C", "C", "C", "C", "C", "C", "C", "C", "C", "C", "C", "C", "C", "C", "C", "C", "H", "H", "H", "H", "H", "H", "H", "H", "H", "H", "H", "H", "H", "H", "H", "H", "H", "H", "H", "H", "H", "H", "H"], "xyz": [[-3.9720, 1.1021, -1.9702], [-0.4160, -3.9187, -6.0354], [-2.8076, -3.7020, -1.0651], [-1.9142, 3.2829, 1.9670], [0.2897, 3.7012, -0.3566], [2.6187, 4.5086, 1.9508], [1.9167, 2.2681, -0.1514], [-2.6159, -1.4250, -2.5945], [3.3629, 4.6870, 4.0235], [0.7574, 2.5621, -0.4622], [0.1920, 3.4005, 2.6575], [-1.0053, -3.8923, -4.8168], [-2.2753, 0.7577, -1.7209], [2.4784, 4.2231, 3.1343], [-1.7448, -0.4915, -2.0728], [1.3136, 3.3154, 3.5958], [-0.3740, -0.7216, -1.8521], [-0.5962, -6.3900, -4.5355], [3.3668, 4.4794, 5.4718], [-2.2189, -3.7677, -2.2956], [0.8879, -6.5443, -4.2044], [-1.1179, -5.0605, -4.0383], [1.7688, 1.8496, 3.6845], [-1.7262, -4.9805, -2.7755], [-2.1066, -2.6074, -3.0687], [-1.5041, -2.6789, -4.3306], [-1.4563, 1.7501, -1.1732], [0.4459, 0.2780, -1.3216], [-0.0757, 1.5404, -0.9770], [-1.6058, 2.9759, 4.2928], [-1.1085, 3.2299, 2.8840], [-1.8258, -5.8624, -2.1516], [-1.1586, -7.2079, -4.0734], [-2.6871, 2.8498, 4.2603], [1.2545, -7.5126, -4.5588], [2.5909, 1.7517, 4.3928], [1.5035, 0.0640, -1.1844], [0.4378, 3.6258, 1.7014], [3.5032, 3.4221, 5.7047], [-3.1216, -2.7894, -0.9296], [0.9455, 1.2143, 4.0108], [-1.3636, 3.8298, 4.9205], [-0.7404, -6.4696, -5.6180], [4.0936, 5.2575, 3.6242], [0.9874, 3.6480, 4.5802], [-1.4268, -1.7850, -4.9410], [1.4714, -5.7540, -4.6876], [-1.9170, 2.6966, -0.8966], [2.1080, 1.5129, 2.7032], [1.0463, -6.4867, -3.1227], [4.1881, 5.0414, 5.9198], [0.0747, -1.6799, -2.0914], [-1.1505, 2.0717, 4.6873], [2.4292, 4.8301, 5.9066]]}

=====

{"formula": "C2H2O3S", "method": "ωB97M-V/def2-TZVPD", "homo_ev": -9.328, "relative_energy_kj_mol": 222.0, "orbital_gap_ev": 8.323, "energy_ha": -701.2559, "e_lumo_ev": -1.00, "symbols": ["S", "O", "O", "O", "C", "C", "H", "H"], "xyz": [[-2.7997, -0.1226, 1.4610], [-1.6312, 0.6860, 1.2702], [0.7325, -1.1348, -1.9758], [-2.9091, -1.3542, 0.8122], [1.2027, -0.3610, -1.2172], [1.6329, 0.3999, -0.2508], [1.0059, 1.2847, -0.1571], [2.7659, 0.6020, 0.0575]]}

=====

{"formula": "C17H27N3OPPt", "method": "ωB97M-V/def2-TZVPD", "homo_ev": [-10.067, -11.430], "charge": 1, "orbital_gap_ev": [7.857, 7.128], "s2": 2.011, "energy_ha": -1363.8166, "e_lumo_ev": [-2.21, -4.30], "multiplicity": 3, "symbols": ["Pt", "P", "O", "N", "N", "N", "C", "C", "C", "C", "C", "C", "C", "C", "C", "C", "C", "C", "C", "C", "C", "C", "C", "H", "H", "H", "H", "H", "H", "H", "H", "H", "H", "H", "H", "H", "H", "H", "H", "H", "H", "H", "H", "H", "H", "H", "H", "H", "H", "H"], "xyz": [[-0.2283, -0.5123, -0.2461], [1.4921, 2.4387, -1.1197], [-1.1455, -1.1903, 1.4879], [-0.2792, -3.1555, 2.3022], [0.7115, -0.0956, -1.8939], [-0.4344, 1.3610, -2.8493], [2.8346, 1.0420, 3.0144], [0.2765, 1.2424, -1.5876], [-1.5582, -0.2745, -4.9860], [3.2803, 1.2843, 0.6666], [-0.6935, -2.1824, -3.5599], [-1.2398, -2.2709, 2.1052], [2.9092, 2.5525, -2.2411], [-0.3699, -0.8175, -4.1911], [-0.5103, -4.3602, 3.0822], [3.6647, 0.8371, 1.9218], [2.0581, 1.9322, 0.5105], [0.8574, -0.9484, -5.1091], [1.6106, 1.6809, 2.8586], [1.0556, -2.9445, 1.7567], [0.6950, 4.0519, -1.0910], [1.2164, 2.1215, 1.6069], [-0.0504, 0.1352, -3.0936], [-1.4437, -2.0785, -2.7737], [-1.5215, -4.3552, 3.4838], [0.4712, 4.3197, -2.1238], [1.3552, 4.7956, -0.6483], [0.6532, -1.6833, -5.8883], [3.9292, 1.1302, -0.1862], [-0.2400, 3.9879, -0.5377], [1.5121, -2.0503, 2.1836], [1.7356, -1.2693, -4.5464], [-2.1929, -2.5194, 2.5782], [-1.0833, -2.8620, -4.3179], [3.2506, 1.5508, -2.4998], [-1.8104, -0.9657, -5.7903], [0.1953, -4.4081, 3.9106], [0.2074, -2.6167, -3.1241], [1.0124, -2.8158, 0.6735], [0.2609, 2.6158, 1.4806], [3.1472, 0.7100, 3.9962], [4.6145, 0.3348, 2.0499], [2.5845, 3.0579, -3.1499], [-2.4312, -0.1385, -4.3479], [3.7175, 3.1199, -1.7810], [-0.3887, -5.2477, 2.4615], [1.6761, -3.8077, 1.9795], [1.0765, 0.0096, -5.5818], [0.9710, 1.8352, 3.7173], [-1.3054, 0.6914, -5.4234]]}

=====

{"formula": "C15H21AsBCoN8", "method": "ωB97M-V/def2-TZVPD", "homo_ev": [-14.651, -14.652], "charge": 2, "orbital_gap_ev": [4.291, 6.271], "s2": 2.442, "energy_ha": -4665.0594, "e_lumo_ev": [-10.36, -8.38], "multiplicity": 3, "symbols": ["As", "Co", "N", "N", "N", "N", "N", "N", "N", "N", "C", "C", "C", "C", "C", "C", "C", "C", "C", "C", "C", "C", "C", "C", "C", "B", "H", "H", "H", "H", "H", "H", "H", "H", "H", "H", "H", "H", "H", "H", "H", "H", "H", "H", "H", "H", "H"], "xyz": [[0.5060, -2.7334, -1.6373], [0.2461, -0.2708, -1.6227], [-1.3038, 1.5596, 3.0605], [-0.4646, 1.9628, 2.0391], [1.1867, 0.6263, 0.7465], [-1.4603, -0.4461, -0.6764], [0.0201, 1.6295, -1.8110], [1.6141, -0.1498, -0.2378], [-1.3128, 0.0051, 0.5706], [-0.4365, 2.0655, -0.5650], [-1.1212, 2.4913, 3.9896], [-2.2851, -0.4104, 1.3668], [-0.2975, 3.5395, 3.6055], [1.0554, -3.2306, 0.2235], [0.1272, 3.1692, 2.3831], [-3.2370, -1.0725, 0.5450], [-0.8695, -4.0433, -2.0252], [2.0999, -2.9880, -2.6588], [2.9468, -0.2441, -0.1436], [2.2511, 1.0931, 1.4529], [3.3918, 0.5726, 0.8915], [-1.1414, 3.5059, -2.0831], [-0.5078, 2.5094, -2.7257], [-2.6732, -1.0704, -0.7239], [-1.0771, 3.2253, -0.6897], [-0.2434, 1.1992, 0.7601], [-1.5504, 3.7856, 0.1172], [-1.1346, -4.1610, -3.0764], [-0.4173, -5.0123, -1.6569], [-0.1204, 4.4848, 4.1207], [-3.0945, -1.5248, -1.6197], [0.7790, 3.7403, 1.7427], [-1.7764, -3.8549, -1.4261], [1.8280, -2.8016, -3.6894], [-4.1914, -1.4629, 0.8861], [-1.7045, 4.2933, -2.5375], [0.3281, -2.8526, 0.9338], [-0.3040, 2.3300, -3.7858], [-2.3232, -0.1272, 2.3860], [2.3299, -4.0106, -2.4727], [3.5658, -0.7850, -0.8560], [0.9668, -4.3654, 0.3605], [2.8378, -2.2685, -2.3352], [4.3641, 0.9189, 1.1787], [-1.6792, 2.3892, 4.9421], [2.1943, 1.7459, 2.3698], [2.0879, -2.9560, 0.3836]]}

=====

{"formula": "C25H25BN8O2Pd", "method": "ωB97M-V/def2-TZVPD", "homo_ev": [-14.051, -14.026], "charge": 2, "relative_energy_kj_mol": 0.0, "orbital_gap_ev": [8.602, 3.713], "s2": 6.043, "energy_ha": -1708.2971, "e_lumo_ev": [-5.45, -10.31], "multiplicity": 5, "symbols": ["Pd", "O", "O", "N", "N", "N", "N", "N", "N", "N", "N", "C", "C", "C", "C", "C", "C", "C", "C", "C", "C", "C", "C", "C", "C", "C", "C", "C", "C", "C", "C", "C", "C", "C", "C", "C", "B", "H", "H", "H", "H", "H", "H", "H", "H", "H", "H", "H", "H", "H", "H", "H", "H", "H", "H", "H", "H", "H", "H", "H", "H", "H"], "xyz": [[0.4649, -0.2140, -0.3590], [3.0473, -0.5614, 1.4234], [-0.5329, 2.2917, 1.8777], [-2.2148, -1.1456, -1.7089], [-1.4701, -0.0603, -1.2744], [-0.5711, -1.7640, 0.6807], [1.0874, 0.7196, 1.3856], [-0.2630, -2.5987, -2.1505], [-1.3723, -2.7092, 0.0657], [0.6920, -1.6554, -1.7970], [2.6973, 1.3355, 2.7814], [-1.0714, -3.3237, 2.1765], [-1.6653, -3.6730, 0.9661], [2.4998, 6.3377, 2.5214], [-2.1000, 1.0584, -1.6416], [-0.4250, 1.0830, 6.2892], [2.3666, 0.3771, 1.8076], [0.2368, -3.3780, -3.1284], [1.5358, -2.9477, -3.4063], [-0.1072, 1.3515, 4.9479], [-3.2703, 0.7035, -2.3429], [1.1702, 1.8070, 4.6155], [1.8996, 5.9474, 3.7205], [1.6045, 4.6009, 3.9665], [1.8051, 1.7009, 6.9644], [1.9446, 3.6365, 3.0102], [2.8640, 5.3623, 1.5833], [2.3326, 2.2081, -1.5149], [1.5755, 2.1614, 3.1740], [0.5164, 1.2687, 7.3003], [-0.4078, -2.1023, 1.9576], [1.7905, -1.8687, -2.5469], [-3.2990, -0.6907, -2.3724], [2.1304, 1.9739, 5.6301], [0.5456, 1.7501, 2.0923], [2.6190, 4.0084, 1.8467], [-1.6644, -2.5837, -1.4658], [2.9829, 3.2268, 1.1745], [1.1338, 4.2876, 4.9034], [-1.0704, -3.8741, 3.0933], [2.6867, 7.3963, 2.3317], [1.9043, 1.2808, -1.0394], [-0.3749, -4.1648, -3.5409], [0.1675, -1.4666, 2.6114], [2.5554, 1.8569, 7.7402], [-0.8801, 1.2531, 4.1821], [0.2561, 1.0936, 8.3481], [2.9227, 1.9405, -2.3962], [3.1267, 2.3694, 5.4003], [-3.9854, 1.3847, -2.7645], [1.6518, 6.6748, 4.4915], [3.4927, 1.1409, 3.3739], [3.3513, 5.6536, 0.6553], [2.6698, -1.2518, -2.4007], [1.5152, 2.8792, -1.7962], [3.0042, 2.7096, -0.8107], [-1.4339, 0.7550, 6.5331], [2.2047, -3.3669, -4.1350], [-4.0032, -1.3811, -2.8181], [-2.2398, -4.5388, 0.6709], [-1.6734, 2.0193, -1.3813], [-2.3791, -3.4402, -1.8801]]}

=====

Number 1: strongest force on any atom 1.32 eV Å⁻¹. Number 2: strongest force on any atom 3.16 eV Å⁻¹. Number 3: strongest force on any atom 3.31 eV Å⁻¹. Number 4: strongest force on any atom 0.65 eV Å⁻¹. Number 5: strongest force on any atom 2.80 eV Å⁻¹. Number 6: strongest force on any atom 3.52 eV Å⁻¹.